Record 1
Here is a single C6H6ClPS molecule at a distorted geometry from the OMol25 dataset. Energies are from ωB97M-V/def2-TZVPD.

Its HOMO energy is -7.78 eV. The calculation puts the total energy at -38963.814 eV. As for the SMILES: S[C@H]1C=CC=C/C1=P/Cl. Its charge is 0.

XYZ file:
```
15
Properties=species:S:1:pos:R:3:lowdin_charge:R:1
S -2.103 -1.991 0.390 0.710
C -1.175 -0.239 0.470 -0.621
C 0.139 -0.461 0.794 -0.191
C 1.183 -0.284 -0.015 -0.039
C 0.868 0.271 -1.344 -0.077
C -0.350 0.676 -1.700 -0.169
C -1.407 0.506 -0.750 -0.611
P -2.880 1.354 -1.111 0.566
Cl -3.964 1.292 0.550 0.173
H -2.840 -1.811 1.480 -0.171
H -1.817 0.010 1.250 0.014
H 0.157 -0.859 1.776 0.106
H 2.275 -0.358 0.241 0.126
H 1.602 0.643 -2.004 0.089
H -0.703 1.230 -2.573 0.095
```

Record 2
Here is a single C6H6F2N2 molecule at a distorted geometry from the OMol25 dataset. Energies are from ωB97M-V/def2-TZVPD.

Its HOMO energy is -9.05 eV. The calculation puts the total energy at -14727.752 eV. The calculation puts the energy relative to the best compared isomer or geometry (same formula, charge and spin) at 598.5 kJ/mol. As for the SMILES: C=C1N=CC=C[C@@H]1N(F)F. Its charge is 0.

XYZ file:
```
16
Properties=species:S:1:pos:R:3:lowdin_charge:R:1
C 1.508 1.190 1.381 0.110
C 0.757 0.654 0.386 -0.293
N 1.487 0.004 -0.699 0.096
C 1.150 -1.137 -1.162 -0.156
C 0.076 -1.867 -0.555 -0.059
C -0.795 -1.105 0.122 -0.069
C -0.693 0.356 0.410 -0.160
N -1.773 0.804 -0.798 0.013
F -2.815 1.450 -0.012 -0.083
F -1.231 1.772 -1.578 -0.008
H 1.094 1.646 2.196 0.026
H 2.590 1.358 1.338 0.079
H 1.570 -1.426 -2.049 0.083
H -0.152 -2.900 -0.942 0.127
H -1.728 -1.589 0.583 0.140
H -1.046 0.790 1.380 0.153
```

Record 3
Here is a single C6H6F2N2O2S molecule at a distorted geometry from the OMol25 dataset. Energies are from ωB97M-V/def2-TZVPD.

Its HOMO energy is -8.88 eV. The calculation puts the total energy at -29659.607 eV. The calculation puts the energy relative to the best compared isomer or geometry (same formula, charge and spin) at 279.8 kJ/mol. As for the SMILES: C[S@@](=O)(Oc1ccncn1)=C(F)F. Its charge is 0.

XYZ file:
```
19
Properties=species:S:1:pos:R:3:lowdin_charge:R:1
C 2.005 -1.937 0.073 -0.154
S 1.439 -0.302 -0.286 0.942
O 1.154 -0.261 -1.727 -0.332
O -0.236 -0.476 0.299 -0.117
C -0.786 0.654 0.064 -0.460
C -2.153 0.811 0.048 0.030
C -2.677 2.048 -0.420 -0.133
N -1.886 2.988 -0.809 0.046
C -0.580 2.825 -0.658 -0.209
N 0.002 1.731 -0.267 0.098
C 3.032 0.419 0.084 -0.448
F 3.137 0.897 1.293 0.083
F 3.344 1.389 -0.771 0.072
H 1.393 -2.652 -0.355 0.046
H 2.995 -2.093 -0.400 0.093
H 1.934 -1.955 1.130 0.064
H -2.798 0.043 0.280 0.084
H -3.740 2.129 -0.855 0.140
H 0.093 3.781 -0.831 0.155
```

Record 4
Here is C6H6F2N3O2 as an isolated structure at a distorted geometry from the OMol25 dataset. Energies are from ωB97M-V/def2-TZVPD.

Its HOMO energy (spin up / spin down) is -13.86 / -13.85 eV. The calculation puts the total energy at -20307.414 eV. Its charge is +1.

XYZ file:
```
19
Properties=species:S:1:pos:R:3:lowdin_charge:R:1
C 1.589 -0.316 0.051 -0.018
C 1.624 -1.674 0.246 -0.004
C -0.706 0.725 -0.179 -0.033
C 0.702 0.775 -0.122 -0.181
C -0.708 -2.303 -0.309 -0.197
C -1.843 1.759 0.162 -0.322
N 0.516 -2.534 0.259 0.138
N 1.376 1.968 -0.313 0.191
N -1.211 -0.534 -0.400 0.004
O -2.371 -0.611 -0.217 0.121
O -1.765 -2.826 -0.354 0.229
F -2.554 1.257 1.254 0.032
F -2.768 1.984 -0.725 0.148
H 2.536 0.174 -0.104 0.111
H 2.691 -1.982 0.460 0.168
H -1.431 2.676 0.680 0.177
H 0.846 -3.512 0.263 0.189
H 2.375 2.064 -0.203 0.124
H 1.102 2.909 -0.450 0.122
```